Entry 1:
Density functional theory data (ωB97M-V with the def2-TZVPD basis set) for C3H9N3 in the gas phase in a non-equilibrium geometry.

CARTESIAN COORDINATES (ANGSTROEM)
C1 -1.147012 1.179275 -0.458368
C2 -0.226086 0.100333 0.028333
C3 -0.556379 -0.788621 1.030738
N1 0.376663 -1.314816 1.937645
N2 0.875255 -0.291805 -0.686024
N3 1.133271 0.229533 -1.965619
H1 -2.082762 1.189509 0.109708
H2 -1.406215 1.051063 -1.512884
H3 -0.674143 2.158997 -0.330980
H4 -1.573073 -0.775631 1.426531
H5 1.075678 -0.644619 2.250023
H6 -0.025395 -1.822658 2.719135
H7 0.930559 -1.321591 -0.309956
H8 1.311629 1.232758 -1.900687
H9 1.988010 -0.181728 -2.337594

Forces on atoms 1 to 6 (eV/Å):
-0.18 -0.28 -0.26
-1.76 -1.99 0.10
-1.77 2.88 1.01
1.24 -1.27 -0.07
1.00 -1.47 3.02
-0.02 -0.29 -1.32

Computed properties:
SMILES string: C/C(=C/N)NN
LUMO level, eV: 1.1
E_tot, Ha: -283.8546
ΔE to the lowest compared entry with this formula, charge and spin, eV: 3.497

These are the Mulliken partial charges, in e, on atoms 1 to 6: atom 1 (C): -1.273, atom 2 (C): 0.811, atom 3 (C): -0.681, atom 4 (N): -0.519, atom 5 (N): -0.024, atom 6 (N): -0.720

***

Entry 2:
Density functional theory data (ωB97M-V with the def2-TZVPD basis set) for 2 unconnected molecules or ions with the total composition C3H9N3.

CARTESIAN COORDINATES (ANGSTROEM)
H1 -1.653133 -1.648503 1.897237
N1 -1.204926 -1.065609 1.198327
C1 -1.597056 -1.446538 0.046234
N2 -1.299089 -0.799832 -1.109683
H2 -2.239805 -2.317691 -0.111177
H3 -1.498205 -1.248873 -1.984416
H4 -0.622910 -0.052484 -1.121469
C2 0.303258 1.826624 0.574131
N3 1.011939 1.591099 -0.444152
C3 2.014249 0.524379 -0.271175
H5 -0.431507 2.626352 0.522011
H6 0.400193 1.234561 1.484302
H7 2.515119 0.347677 -1.218647
H8 1.542870 -0.401438 0.074572
H9 2.759002 0.830276 0.463904

Forces on atoms 1 to 6 (eV/Å):
0.22 -0.04 0.10
-0.16 0.05 -0.18
-0.11 -0.02 0.07
0.12 -0.08 -0.19
-0.04 0.05 -0.01
0.01 0.00 0.04

Computed properties:
SMILES string: [H]/N=C/N.C=NC
LUMO level, eV: 1.0
E_tot, Ha: -283.9340
ΔE to the lowest compared entry with this formula, charge and spin, eV: 1.337

These are the Mulliken partial charges, in e, on atoms 1 to 6: atom 1 (H): 0.205, atom 2 (N): -0.522, atom 3 (C): -0.036, atom 4 (N): -0.329, atom 5 (H): 0.310, atom 6 (H): 0.210

***

Entry 3:
Density functional theory data (ωB97M-V with the def2-TZVPD basis set) for C3H9N3O in the gas phase in a non-equilibrium geometry.

CARTESIAN COORDINATES (ANGSTROEM)
N1 0.796179 -2.116768 1.721895
C1 -0.100148 -1.675762 0.682777
N2 0.006551 -0.180575 0.390283
C2 -0.300485 0.187075 -0.875539
O1 -0.222119 -0.501327 -1.905253
C3 -0.561973 1.715079 -0.709618
N3 0.251470 2.497560 0.280007
H1 1.760517 -1.952689 1.501895
H2 0.579402 -3.103192 1.973180
H3 -1.148147 -1.933454 1.020175
H4 0.072966 -2.186986 -0.226121
H5 0.326135 0.556305 0.999198
H6 -1.610600 1.647515 -0.297850
H7 -0.608108 2.326767 -1.585666
H8 1.093088 2.630463 -0.224047
H9 -0.292068 3.266013 0.750247

Forces on atoms 1 to 6 (eV/Å):
-0.81 -0.44 0.89
-0.69 1.43 1.17
-0.48 -4.11 -0.45
2.59 1.11 -0.26
-1.16 1.35 1.75
-2.27 0.82 0.55

Computed properties:
SMILES string: NCNC(=O)CN
LUMO level, eV: 0.9
E_tot, Ha: -359.1835
ΔE to the lowest compared entry with this formula, charge and spin, eV: 1.658

These are the Mulliken partial charges, in e, on atoms 1 to 6: atom 1 (N): -0.570, atom 2 (C): -0.441, atom 3 (N): -0.222, atom 4 (C): 0.483, atom 5 (O): -0.642, atom 6 (C): -0.577

***

Entry 4:
Density functional theory data (ωB97M-V with the def2-TZVPD basis set) for C3H9N3O in the gas phase in a non-equilibrium geometry.

CARTESIAN COORDINATES (ANGSTROEM)
N1 -0.130105 1.686475 -0.366159
C1 -0.830817 1.439590 0.802329
C2 -0.685078 -0.009483 1.413622
N2 0.356395 -0.675841 0.822931
C3 0.557273 -0.930393 -0.550708
N3 -0.631541 -1.213570 -1.069461
O1 1.648618 -0.636113 -1.089274
H1 -0.246931 2.481419 -0.965877
H2 0.705084 1.036909 -0.595845
H3 -0.375061 2.029286 1.545575
H4 -1.969551 1.810658 0.832865
H5 -1.531950 -0.568068 0.981121
H6 -0.523823 -0.006192 2.543180
H7 1.279062 -0.926839 1.336063
H8 -0.532725 -1.629229 -1.973979
H9 -1.404558 -0.716775 -0.691540

Forces on atoms 1 to 6 (eV/Å):
2.49 -2.30 -2.94
-2.35 1.09 2.64
-1.98 0.79 -0.67
7.26 -2.63 0.60
1.15 2.91 2.12
0.69 -1.69 -2.13

Computed properties:
SMILES string: NCCNC(N)=O
LUMO level, eV: 0.9
E_tot, Ha: -359.1480
ΔE to the lowest compared entry with this formula, charge and spin, eV: 2.624

These are the Mulliken partial charges, in e, on atoms 1 to 6: atom 1 (N): -0.339, atom 2 (C): -0.277, atom 3 (C): -0.737, atom 4 (N): -0.123, atom 5 (C): 0.248, atom 6 (N): -0.308

***

Entry 5:
Density functional theory data (ωB97M-V with the def2-TZVPD basis set) for C3H9N3O in the gas phase in a non-equilibrium geometry.

CARTESIAN COORDINATES (ANGSTROEM)
C1 -0.193494 1.939627 -0.211066
N1 0.559718 0.915573 0.460633
C2 0.415941 -0.287820 -0.095693
N2 1.398309 -1.043061 -0.412399
O1 2.612480 -0.576932 0.300580
N3 -0.808408 -0.736162 -0.672694
C3 -1.720777 -1.139616 0.502297
H1 -1.149782 1.409670 -0.797762
H2 0.390843 2.368159 -1.162500
H3 -0.285670 2.612854 0.600388
H4 1.588655 0.940031 0.583688
H5 3.315263 -1.200496 -0.357448
H6 -0.451038 -1.613784 -1.036575
H7 -1.185724 -1.585971 1.476395
H8 -2.522814 -1.793330 0.041893
H9 -1.963503 -0.208741 0.780270

Forces on atoms 1 to 6 (eV/Å):
-0.28 -0.54 -3.72
0.69 -1.23 0.72
0.06 -1.03 -2.39
1.05 -0.85 1.65
2.42 -3.31 -4.34
0.36 -1.41 1.90

Computed properties:
SMILES string: CNC(=NO)NC
LUMO level, eV: 0.9
E_tot, Ha: -359.0581
ΔE to the lowest compared entry with this formula, charge and spin, eV: 5.071

These are the Mulliken partial charges, in e, on atoms 1 to 6: atom 1 (C): -0.881, atom 2 (N): -0.244, atom 3 (C): 0.364, atom 4 (N): -0.493, atom 5 (O): -0.509, atom 6 (N): -0.426

***

Entry 6:
Density functional theory data (ωB97M-V with the def2-TZVPD basis set) for 2 unconnected molecules or ions with the total composition C3H9N3O in a non-equilibrium geometry.

CARTESIAN COORDINATES (ANGSTROEM)
C1 -0.500352 0.844467 0.760725
C2 0.619791 -1.610472 -0.554535
C3 0.180726 -0.276061 -1.060482
N1 -0.067589 1.990838 0.529324
N2 1.193155 0.540136 -1.615457
N3 -1.417387 0.454848 1.701829
O1 0.758719 1.812611 -2.009914
H1 1.338605 -1.574482 0.211460
H2 1.112121 -2.357228 -1.329786
H3 -0.119652 -2.007088 0.086427
H4 -0.709650 -0.287981 -1.559644
H5 0.216623 2.181042 -1.126488
H6 -0.386403 2.844969 1.145255
H7 2.085626 0.529150 -1.092762
H8 -2.176447 -0.106039 1.441384
H9 -1.528776 1.007197 2.526726

Forces on atoms 1 to 6 (eV/Å):
-1.75 2.24 2.23
1.14 -0.36 -1.76
3.86 -1.78 -1.54
0.04 1.52 1.24
-1.10 -0.03 0.51
1.58 0.11 -0.20

Computed properties:
LUMO level (alpha / beta), eV: 0.9 / -1.4
E_tot, Ha: -358.9420
Multiplicity: 3
ΔE to the lowest compared entry with this formula, charge and spin, eV: 2.518

These are the Mulliken partial charges, in e, on atoms 1 to 6: atom 1 (C): 0.276, atom 2 (C): -1.260, atom 3 (C): -0.433, atom 4 (N): -0.578, atom 5 (N): -0.152, atom 6 (N): -0.366

***

Entry 7:
Density functional theory data (ωB97M-V with the def2-TZVPD basis set) for C3H9N3O2 in the gas phase in a non-equilibrium geometry.

CARTESIAN COORDINATES (ANGSTROEM)
C1 -0.658072 1.095750 0.978767
C2 -0.658971 -0.269583 0.235719
C3 -1.862816 -0.463791 -0.654624
N1 0.527939 -0.433944 -0.571183
N2 1.722448 -0.415238 0.161792
O1 2.294916 -1.629173 0.475714
N3 2.644643 0.541526 -0.080243
O2 2.204773 1.575907 -0.596840
H1 0.240381 1.224840 1.592778
H2 -1.553602 1.132659 1.600664
H3 -0.765211 1.928611 0.258383
H4 -0.720365 -1.127333 0.979506
H5 -1.757342 -1.402300 -1.244600
H6 -1.842260 0.364255 -1.395623
H7 -2.824992 -0.469473 -0.110908
H8 0.675769 0.389015 -1.184200
H9 2.332754 -2.041727 -0.445095

Forces on atoms 1 to 6 (eV/Å):
-0.60 -0.49 -0.47
-0.63 -0.33 1.98
-0.05 0.21 -1.23
1.41 -0.08 -0.76
0.24 1.34 0.30
-0.42 -0.43 -2.24

Computed properties:
SMILES string: CC(C)NN(O)N=O
LUMO level, eV: 0.3
E_tot, Ha: -434.2888
ΔE to the lowest compared entry with this formula, charge and spin, eV: 6.459

These are the Mulliken partial charges, in e, on atoms 1 to 6: atom 1 (C): -1.203, atom 2 (C): 0.425, atom 3 (C): -1.372, atom 4 (N): -0.389, atom 5 (N): 0.525, atom 6 (O): -0.440

***

Entry 8:
Density functional theory data (ωB97M-V with the def2-TZVPD basis set) for C3H9N3O2 in the gas phase in a non-equilibrium geometry.

CARTESIAN COORDINATES (ANGSTROEM)
C1 -1.655278 -0.130902 0.737854
C2 -0.378220 -0.687746 0.150020
N1 -0.569061 -1.737387 -0.762544
N2 0.570835 0.282770 -0.364263
N3 0.277846 1.657355 -0.534325
C3 1.837309 -0.058991 0.269154
O1 2.353554 -1.146644 0.148956
O2 2.585512 1.047566 0.468966
H1 -2.239161 0.373085 -0.034193
H2 -1.430099 0.577761 1.530980
H3 -2.256537 -0.949217 1.123914
H4 0.373853 -1.069103 1.046176
H5 0.299109 -2.129661 -1.107404
H6 -1.381703 -1.683338 -1.365217
H7 0.147181 1.819863 -1.531189
H8 -0.566386 1.999849 -0.084444
H9 2.031247 1.834739 0.307561

Forces on atoms 1 to 6 (eV/Å):
0.21 0.00 -0.44
1.73 -1.36 2.58
-0.76 -0.85 0.16
1.02 0.41 1.33
0.16 0.09 -0.55
1.64 2.49 -4.14

Computed properties:
SMILES string: C[C@@H](N)N(N)C(=O)O
LUMO level, eV: 0.6
E_tot, Ha: -434.4109
ΔE to the lowest compared entry with this formula, charge and spin, eV: 3.136

These are the Mulliken partial charges, in e, on atoms 1 to 6: atom 1 (C): -1.691, atom 2 (C): 0.494, atom 3 (N): -0.555, atom 4 (N): 0.133, atom 5 (N): -0.699, atom 6 (C): 0.477

***

Entry 9:
Density functional theory data (ωB97M-V with the def2-TZVPD basis set) for 3 unconnected molecules or ions with the total composition C3H9N3O3 in a non-equilibrium geometry.

CARTESIAN COORDINATES (ANGSTROEM)
C1 -2.527423 0.551370 1.409888
C2 1.089949 -0.870829 -1.230684
C3 0.677138 1.393150 -0.148773
N1 -2.469313 -0.154205 0.375853
N2 0.336633 0.445579 -0.910247
N3 1.479808 -1.593635 -0.121169
O1 -0.865461 0.631071 -1.618572
O2 0.600839 2.414277 0.396237
O3 2.712524 0.355248 1.029971
H1 -2.052986 1.525199 1.390580
H2 -3.014805 0.267489 2.343454
H3 0.376039 -1.385381 -1.879717
H4 1.966879 -0.560854 -1.805374
H5 -2.925152 -1.064377 0.426810
H6 0.705943 -1.963206 0.417078
H7 2.092486 -0.955492 0.483218
H8 -1.610249 0.345601 -1.006536
H9 3.427145 0.618991 0.447980

Forces on atoms 1 to 6 (eV/Å):
-0.06 0.27 0.58
0.30 -0.17 -0.20
1.07 1.19 1.65
-0.07 -0.46 -0.73
-0.73 -0.95 -0.78
0.09 -0.37 0.51

Computed properties:
LUMO level (alpha / beta), eV: -0.3 / -0.3
E_tot, Ha: -509.5114
ΔE to the lowest compared entry with this formula, charge and spin, eV: 6.543

These are the Mulliken partial charges, in e, on atoms 1 to 6: atom 1 (C): -0.210, atom 2 (C): -0.575, atom 3 (C): 0.585, atom 4 (N): -0.440, atom 5 (N): 0.236, atom 6 (N): -0.547

***

Entry 10:
Density functional theory data (ωB97M-V with the def2-TZVPD basis set) for C3H9N3OS in the gas phase in a non-equilibrium geometry.

CARTESIAN COORDINATES (ANGSTROEM)
C1 -0.652500 1.098563 0.453877
C2 -1.691279 0.105271 0.002783
C3 0.572224 1.048007 -0.465294
N1 2.872637 0.670101 0.548091
N2 -1.140757 -1.250315 0.029139
N3 -2.100349 -1.956880 0.450323
O1 1.973201 -1.205789 -1.210880
S1 1.599354 -0.217655 0.236250
H1 -1.075425 2.124183 0.601888
H2 -0.348965 1.044048 1.545620
H3 -2.696271 0.354341 0.491516
H4 -1.788814 0.476811 -0.996715
H5 0.235557 0.666598 -1.457901
H6 1.195943 1.912098 -0.682347
H7 3.618991 0.152157 0.960166
H8 -1.922314 -3.058195 0.531599
H9 1.348767 -1.963344 -1.038121

Forces on atoms 1 to 6 (eV/Å):
0.76 2.24 2.43
-0.30 2.37 0.70
-0.90 -0.68 -1.01
-1.74 -0.03 -1.06
-3.53 -1.60 0.93
1.19 -1.75 -0.14

Computed properties:
LUMO level, eV: 0.2
E_tot, Ha: -757.2494
ΔE to the lowest compared entry with this formula, charge and spin, eV: 4.317

These are the Mulliken partial charges, in e, on atoms 1 to 6: atom 1 (C): -0.631, atom 2 (C): -0.469, atom 3 (C): -0.479, atom 4 (N): -0.655, atom 5 (N): 0.395, atom 6 (N): -0.794

***

Q: Look up the ΔE to the lowest compared entry with this formula, charge and spin of the third one.
A: 1.658 eV

***

What did the seventh record say?
Density functional theory data (ωB97M-V with the def2-TZVPD basis set) for C3H9N3O2 in the gas phase in a non-equilibrium geometry.

CARTESIAN COORDINATES (ANGSTROEM)
C1 -0.658072 1.095750 0.978767
C2 -0.658971 -0.269583 0.235719
C3 -1.862816 -0.463791 -0.654624
N1 0.527939 -0.433944 -0.571183
N2 1.722448 -0.415238 0.161792
O1 2.294916 -1.629173 0.475714
N3 2.644643 0.541526 -0.080243
O2 2.204773 1.575907 -0.596840
H1 0.240381 1.224840 1.592778
H2 -1.553602 1.132659 1.600664
H3 -0.765211 1.928611 0.258383
H4 -0.720365 -1.127333 0.979506
H5 -1.757342 -1.402300 -1.244600
H6 -1.842260 0.364255 -1.395623
H7 -2.824992 -0.469473 -0.110908
H8 0.675769 0.389015 -1.184200
H9 2.332754 -2.041727 -0.445095

Forces on atoms 1 to 6 (eV/Å):
-0.60 -0.49 -0.47
-0.63 -0.33 1.98
-0.05 0.21 -1.23
1.41 -0.08 -0.76
0.24 1.34 0.30
-0.42 -0.43 -2.24

Computed properties:
SMILES string: CC(C)NN(O)N=O
LUMO level, eV: 0.3
E_tot, Ha: -434.2888
ΔE to the lowest compared entry with this formula, charge and spin, eV: 6.459

These are the Mulliken partial charges, in e, on atoms 1 to 6: atom 1 (C): -1.203, atom 2 (C): 0.425, atom 3 (C): -1.372, atom 4 (N): -0.389, atom 5 (N): 0.525, atom 6 (O): -0.440

***

Q: Number 1 is which compound?
A: C3H9N3

***

Q: Which of these has the highest ΔE to the lowest compared entry with this formula, charge and spin?
A: C3H9N3O3